1.
A cluster of 2 separate species, C5H11NO in total, computed with the ωB97M-V functional and the def2-TZVPD basis.

Computed properties:
Energy relative to the best compared isomer or geometry (same formula, charge and spin) ... 69.6 kcal per mole
Kohn-Sham gap ... 10.006 eV
Net charge ... 0
Largest force on an atom ... 2.6 eV/A
Lowest unoccupied orbital energy ... 0.525 eV
Structure (SMILES) ... C=N/C=C/CC.O

Last column: natural (NBO) charge in e.
Element x y z (Å)
H  -1.70  1.05  0.68  0.1963
N  -0.03  -1.83  -1.44  -0.4514
H  1.43  1.28  -1.90  0.4662
C  -0.59  -0.75  -0.70  -0.0773
C  0.28  -2.88  -0.81  0.0159
H  0.31  -3.89  -1.22  0.1724
H  -1.57  -0.41  -1.02  0.2070
H  -1.18  0.22  2.08  0.2154
H  0.89  1.97  2.05  0.2056
H  0.76  -2.81  0.17  0.1353
C  -0.07  2.10  1.54  -0.6058
H  0.65  -0.03  -2.26  0.4819
H  0.06  2.72  0.65  0.2089
H  0.83  -0.59  0.86  0.1950
O  1.42  0.52  -2.48  -0.9482
C  -0.78  0.79  1.24  -0.4322
H  -0.67  2.71  2.22  0.2125
C  -0.03  -0.16  0.36  -0.1976

***

2.
A cluster of 2 separate species, CHBr2F in total, computed with the ωB97M-V functional and the def2-TZVPD basis.

Computed properties:
Energy relative to the best compared isomer or geometry (same formula, charge and spin) ... 21.8 kcal per mole
Kohn-Sham gap (alpha / beta) ... 5.891 / 9.540 eV
Net charge ... 0
Largest force on an atom ... 1.7 eV/A
Lowest unoccupied orbital energy (alpha / beta) ... -3.173 / -1.016 eV

Last column: natural (NBO) charge in e.
Element x y z (Å)
H  -0.23  -0.05  -1.33  0.1727
F  -0.64  -1.11  0.39  -0.2875
Br  -1.31  1.49  0.13  0.1252
C  -0.38  -0.03  -0.29  0.1729
Br  2.56  -0.31  1.10  -0.1833

***

3.
A cluster of 8 separate species, C30H60Cl2O14S7 in total, computed with the ωB97M-V functional and the def2-TZVPD basis.

Computed properties:
Energy relative to the best compared isomer or geometry (same formula, charge and spin) ... 13.4 kcal per mole
Kohn-Sham gap ... 9.876 eV
Net charge ... 0
Largest force on an atom ... 3.5 eV/A
Lowest unoccupied orbital energy ... 0.047 eV
Structure (SMILES) ... O=S1(=O)CCCC1.O=S1(=O)CCCC1.O=S1(=O)CCCC1.O=S1(=O)CCCC1.O=S1(=O)CCCC1.O=S1(=O)CCCC1.O=S1(=O)CCCC1.ClCCCl

Last column: Löwdin charge in e.
Element x y z (Å)
C  6.11  2.91  2.08  -0.2308
H  -2.46  0.41  0.81  0.0908
H  1.53  -0.64  -4.87  0.1108
H  -0.02  1.44  1.35  0.1009
C  -1.40  -3.95  3.84  -0.1871
H  -6.14  5.64  -0.66  0.1216
S  3.91  3.88  3.15  0.6412
O  -3.61  4.99  -0.05  -0.3032
H  -4.07  -2.20  4.51  0.0453
O  4.76  -5.99  1.40  -0.3431
H  2.88  -4.80  -4.65  0.1077
H  3.12  -2.18  -0.56  0.0776
H  4.75  -3.07  1.42  0.0706
H  1.17  1.20  -0.60  0.0633
C  -6.06  4.56  -0.74  -0.2385
C  -1.38  -6.09  2.41  -0.1736
C  -0.15  4.25  -1.57  -0.2130
C  -4.59  2.47  0.02  -0.2226
H  2.23  -2.68  -3.59  0.0713
C  2.76  -5.57  -0.23  -0.1956
S  3.52  -5.24  1.38  0.7021
O  0.46  -1.77  -1.92  -0.3309
H  -3.33  -5.28  1.91  0.1299
H  -5.68  -0.13  4.94  0.0701
O  0.92  -4.24  -7.28  -0.3516
H  5.76  2.94  1.07  0.1119
O  -4.04  3.93  -2.22  -0.3092
H  5.10  6.00  3.31  0.1238
C  -1.62  0.66  0.11  -0.2304
H  4.28  -3.32  -1.04  0.1140
C  -0.17  4.71  -3.07  -0.1677
C  2.68  -3.94  -5.31  -0.2189
H  2.06  -6.36  0.03  0.0921
H  0.00  -2.26  -4.57  0.1050
H  0.44  5.34  0.19  0.0865
H  -0.09  -2.13  -6.43  0.1138
H  2.99  -2.91  1.78  0.1029
H  -5.16  -2.69  3.21  0.0783
C  0.50  -2.36  -5.54  -0.2699
C  5.14  5.08  2.66  -0.2109
Cl  -6.20  -2.76  5.31  0.5757
S  0.66  6.74  -1.74  0.6640
H  -0.55  -6.47  1.83  0.1049
H  -3.95  2.46  0.89  0.0773
C  1.01  5.75  -3.11  -0.2345
S  0.95  -4.03  -5.82  0.6658
C  -5.08  -2.08  4.14  -0.7072
C  -6.04  2.39  0.47  -0.1902
O  -0.50  -3.11  1.48  -0.3066
H  4.96  5.39  1.62  0.1058
H  -6.23  4.39  1.32  0.0846
H  -0.14  -0.23  1.62  0.1073
H  -2.19  -5.16  0.56  0.1122
C  -1.66  -0.33  -1.01  -0.1915
H  -2.02  -6.84  2.76  0.0845
H  1.67  -0.37  0.02  0.0971
C  -0.89  -5.45  3.76  -0.1624
H  -1.11  5.88  -0.46  0.0846
H  1.50  -3.79  0.01  0.0932
H  -1.72  1.69  -0.24  0.0964
H  7.21  4.83  2.00  0.1164
H  -6.14  1.72  1.32  0.0909
C  1.76  -1.61  -5.39  -0.2116
O  -2.88  -2.57  2.01  -0.3608
H  -6.47  4.10  -1.58  0.0899
H  -0.01  3.90  -3.74  0.1043
O  0.23  0.55  -2.78  -0.3285
S  -4.39  4.10  -0.85  0.6412
S  0.08  -0.39  -1.69  0.6833
O  3.52  3.87  4.51  -0.2989
O  -0.37  7.66  -2.13  -0.3156
H  1.83  -4.03  -1.63  0.0906
H  -6.31  -0.51  3.28  0.0779
O  1.84  7.23  -1.01  -0.3499
H  6.95  2.25  2.13  0.1053
H  -4.22  1.72  -0.68  0.0917
C  3.39  -3.20  -0.42  -0.2235
C  6.49  4.29  2.63  -0.1959
H  -1.09  5.18  -3.29  0.0940
H  3.74  -2.36  -4.29  0.1206
C  3.78  -3.34  1.11  -0.1374
C  -0.14  5.48  -0.69  -0.1929
O  2.54  -5.33  2.45  -0.3578
H  0.76  3.64  -1.42  0.1135
C  -2.26  -5.04  1.64  -0.2426
C  0.83  0.28  -0.26  -0.2079
H  -2.24  -3.92  4.48  0.0741
S  -1.74  -3.47  2.12  0.6454
H  1.04  6.35  -4.01  0.1070
H  -2.32  0.01  -1.87  0.1232
H  -0.60  -3.33  4.25  0.1053
H  4.30  1.64  2.57  0.1220
H  -1.01  3.62  -1.34  0.0913
C  -6.60  3.87  0.50  -0.1972
Cl  -4.15  0.22  3.18  0.6232
C  -5.45  -0.62  3.98  -0.6965
H  3.20  -3.98  -6.30  0.1144
H  1.95  5.23  -2.83  0.1171
C  2.28  -4.16  -0.67  -0.2276
H  6.98  4.12  3.59  0.1117
H  5.32  2.28  3.94  0.0991
H  -1.87  -1.35  -0.71  0.0915
H  -6.64  1.98  -0.38  0.1214
H  3.56  -5.98  -0.88  0.1133
H  2.26  -1.32  -6.36  0.1326
H  -7.67  3.79  0.65  0.1192
C  2.69  -2.59  -4.57  -0.2089
H  -1.43  -6.04  4.51  0.1090
C  -0.26  0.53  0.84  -0.1509
O  0.17  -4.90  -4.98  -0.3234
C  4.96  2.46  2.94  -0.2481
H  0.18  -5.42  3.93  0.0918
O  2.88  3.85  2.10  -0.3512

***

4.
The molecule C17H24N4O3S, computed with the ωB97M-V functional and the def2-TZVPD basis.

Computed properties:
Energy relative to the best compared isomer or geometry (same formula, charge and spin) ... 75.7 kcal per mole
Kohn-Sham gap ... 8.427 eV
Net charge ... 0
Largest force on an atom ... 1.0 eV/A
Lowest unoccupied orbital energy ... 0.601 eV
Structure (SMILES) ... CCn1ncc(S(=O)(=O)N2CCN(c3cccc(OC)c3)CC2)c1C

Last column: natural (NBO) charge in e.
Element x y z (Å)
O  -2.72  1.94  -1.61  -0.9485
H  4.89  -2.61  1.40  0.2220
H  1.91  0.25  2.46  0.2095
C  -2.63  0.08  0.22  -0.5075
N  -0.69  1.96  -0.15  -0.6672
H  0.11  0.15  -0.89  0.1806
H  3.24  -1.71  3.01  0.2128
C  5.71  -1.06  -2.12  -0.2528
H  6.06  -0.04  -1.99  0.1762
H  -2.68  -4.08  0.64  0.2284
H  -0.14  0.82  1.54  0.1848
H  4.83  -1.07  -2.77  0.1723
C  2.63  -0.11  1.74  -0.3460
H  -5.10  -3.55  0.71  0.2236
H  2.08  1.24  -1.90  0.2120
C  2.79  0.52  0.50  0.2861
C  -4.62  -3.76  -0.24  -0.6121
C  -0.13  1.87  1.18  -0.2598
H  -5.09  -3.15  -1.01  0.2069
H  3.91  0.52  -1.32  0.2150
H  -4.77  -4.81  -0.49  0.2166
C  -3.13  -3.46  -0.14  -0.2117
N  -2.90  -2.09  0.21  -0.1602
S  -2.35  1.76  -0.23  2.3591
H  -2.64  0.10  2.45  0.2241
C  -2.77  -1.02  -0.61  0.2197
N  2.11  1.69  0.15  -0.4596
H  1.46  2.84  -1.44  0.2030
N  -2.85  -1.74  1.50  -0.2622
C  -2.78  -1.10  -2.09  -0.6736
C  4.30  -1.74  1.17  -0.3254
H  6.49  -1.67  -2.57  0.2007
O  -2.93  2.61  0.76  -0.9302
H  -0.76  2.47  1.83  0.2402
C  3.38  -1.23  2.05  -0.1525
C  4.49  -1.11  -0.06  0.4077
C  1.31  2.39  1.13  -0.2204
C  3.74  0.01  -0.38  -0.4119
H  1.27  3.44  0.82  0.2071
H  -2.80  -0.09  -2.48  0.2728
H  -2.63  -3.67  -1.09  0.2061
C  1.50  1.79  -1.16  -0.2019
H  1.78  2.34  2.11  0.2194
O  5.43  -1.67  -0.88  -0.5108
H  -1.90  -1.62  -2.46  0.2251
C  0.07  1.23  -1.13  -0.2587
C  -2.69  -0.43  1.53  -0.0217
H  -0.43  1.37  -2.09  0.2368
H  -3.67  -1.64  -2.44  0.2262